Entry 1:
Below is C29H22Co2F6N3O7 as an isolated structure in a non-equilibrium geometry, with properties calculated with ωB97M-V/def2-TZVPD.

```
69
Properties=species:S:1:pos:R:3:lowdin_charge:R:1
O -1.26 0.70 1.53 0.08
C -0.63 1.33 2.38 -0.48
N 0.61 0.95 2.83 0.07
C 1.29 -0.19 2.29 -0.13
C 2.36 0.28 1.32 -0.22
C 3.65 0.80 1.93 -0.13
C 4.82 0.06 1.28 -0.16
C 4.27 -1.22 0.65 -0.08
N 2.78 -0.88 0.39 -0.02
N -1.04 2.51 3.00 0.13
C -2.17 3.25 2.65 -0.18
C -2.21 4.60 3.04 0.05
C -3.28 5.39 2.65 -0.11
C -3.28 6.86 2.99 -0.51
F -4.51 7.28 3.42 0.12
F -2.38 7.17 3.97 0.11
F -2.96 7.62 1.89 0.12
C -4.35 4.86 1.93 0.05
C -4.32 3.51 1.59 -0.09
C -5.48 2.93 0.82 -0.51
F -5.47 1.56 0.79 0.13
F -6.68 3.30 1.38 0.11
F -5.48 3.36 -0.48 0.12
C -3.23 2.70 1.91 0.08
H 1.08 1.51 3.54 0.14
H 1.77 -0.76 3.11 0.14
H 0.58 -0.85 1.77 0.10
H 1.93 1.03 0.64 0.15
H 3.71 1.88 1.78 0.12
H 3.65 0.61 3.01 0.11
H 5.29 0.67 0.50 0.11
H 5.60 -0.20 2.01 0.11
H 4.76 -1.55 -0.27 0.11
H 4.25 -2.05 1.37 0.13
H 2.27 -1.73 0.70 0.09
H -0.36 2.93 3.62 0.14
H -1.39 5.02 3.60 0.12
H -5.19 5.49 1.65 0.14
H -3.19 1.67 1.59 0.12
O -0.87 0.69 -2.21 0.08
C -0.22 -0.20 -1.86 -0.16
Co 0.75 -1.53 -1.32 0.15
C 2.42 -0.56 -1.02 -0.35
O 3.15 0.24 -1.58 0.00
C -0.29 -2.17 -0.09 -0.26
O -1.06 -2.64 0.64 0.06
C 0.83 -2.85 -2.68 -0.31
C -0.41 -3.25 -3.31 -0.23
C -1.33 -4.04 -2.59 -0.05
C -2.65 -4.10 -3.00 -0.10
C -3.04 -3.45 -4.18 -0.13
C -2.09 -2.80 -4.97 -0.11
C -0.76 -2.74 -4.57 -0.04
C 2.12 -2.36 -2.94 -0.35
C 2.78 -1.17 -3.20 -0.09
Co 2.24 -3.71 -1.83 0.08
C 1.89 -3.76 -0.05 -0.19
O 1.81 -4.13 1.06 0.07
C 4.00 -3.61 -1.81 -0.16
O 5.16 -3.62 -1.80 0.10
C 2.23 -5.38 -2.35 -0.14
O 2.30 -6.49 -2.65 0.09
H -1.00 -4.55 -1.68 0.11
H -3.37 -4.63 -2.37 0.09
H -4.09 -3.45 -4.47 0.08
H -2.39 -2.33 -5.91 0.09
H 0.01 -2.26 -5.19 0.11
H 3.86 -1.21 -3.23 0.06
H 2.22 -0.34 -3.62 0.07
```

Properties
- Energy relative to the best compared isomer or geometry (same formula, charge and spin): 93.9 kcal/mol
- F_max: 5.42 eV/A
- Orbital gap: 4.01 eV
- Total charge: -1
- Highest occupied orbital energy: -0.0883 hartree
- LUMO energy: 1.61 eV

Entry 2:
Below is C29H22F9N5O4S2SbZr as an isolated structure, with properties calculated with ωB97M-V/def2-TZVPD.

```
73
Properties=species:S:1:pos:R:3:lowdin_charge:R:1
Zr 0.76 -0.03 2.16 1.41
N -2.51 -0.03 5.43 0.11
C -1.72 -0.21 4.37 -0.81
S -0.24 0.72 4.35 0.64
N -2.12 -1.06 3.46 0.00
N -1.25 -1.20 2.44 -0.15
C -1.58 -2.05 1.53 -0.08
C -0.68 -2.26 0.40 -0.26
C -0.91 -3.25 -0.54 0.01
C 0.03 -3.43 -1.55 -0.01
C 1.15 -2.63 -1.58 -0.03
C 1.30 -1.64 -0.62 -0.12
N 0.40 -1.45 0.35 0.00
H -2.24 0.59 6.17 0.10
H -3.36 -0.56 5.51 0.12
H -2.50 -2.62 1.62 0.14
H -1.79 -3.86 -0.47 0.13
H -0.12 -4.20 -2.29 0.12
H 1.92 -2.75 -2.33 0.12
H 2.17 -0.99 -0.61 0.11
O 2.18 0.86 0.69 -0.18
N 2.55 1.81 1.48 -0.51
O 3.29 2.67 1.15 0.19
O 2.01 1.73 2.64 -0.17
S -0.93 1.81 1.13 0.13
Sb -1.01 1.73 -1.16 1.36
C -2.20 0.09 -1.74 -0.34
C -2.16 -0.44 -3.03 -0.11
C -3.01 -1.49 -3.36 -0.07
C -3.89 -2.00 -2.41 -0.07
C -3.94 -1.45 -1.14 -0.07
C -3.09 -0.41 -0.79 -0.15
C -1.90 3.51 -1.79 -0.36
C -1.73 3.92 -3.11 -0.12
C -2.34 5.10 -3.53 -0.07
C -3.11 5.84 -2.65 -0.06
C -3.27 5.42 -1.33 -0.06
C -2.67 4.25 -0.90 -0.12
C 0.84 1.67 -2.15 -0.36
C 1.68 2.77 -1.97 -0.12
C 2.93 2.77 -2.56 -0.06
C 3.34 1.70 -3.34 -0.05
C 2.49 0.61 -3.53 -0.06
C 1.24 0.59 -2.93 -0.14
H -1.50 -0.03 -3.78 0.10
H -2.98 -1.90 -4.36 0.11
H -4.56 -2.81 -2.68 0.11
H -4.64 -1.83 -0.41 0.11
H -3.12 0.01 0.21 0.08
H -1.12 3.35 -3.80 0.10
H -2.21 5.43 -4.55 0.11
H -3.58 6.75 -2.98 0.11
H -3.86 6.01 -0.64 0.11
H -2.79 3.93 0.13 0.08
H 1.37 3.61 -1.36 0.11
H 3.59 3.62 -2.41 0.12
H 4.31 1.71 -3.80 0.11
H 2.81 -0.22 -4.15 0.11
H 0.59 -0.26 -3.08 0.08
F 3.10 -0.98 5.06 0.18
C 3.80 -1.77 4.26 -0.56
F 4.38 -2.73 4.99 0.19
F 4.76 -1.03 3.70 0.19
C 2.87 -2.37 3.16 -0.24
O 2.06 -1.39 2.67 -0.27
C 1.99 -3.50 3.76 -0.55
F 0.95 -3.75 2.94 0.16
F 1.47 -3.12 4.93 0.19
F 2.66 -4.63 3.93 0.20
C 3.72 -2.93 1.98 -0.55
F 2.96 -3.69 1.18 0.17
F 4.75 -3.66 2.39 0.20
F 4.18 -1.92 1.23 0.17
```

Properties
- Energy relative to the best compared isomer or geometry (same formula, charge and spin): 0.4 kcal/mol
- F_max: 0.38 eV/A
- Orbital gap: 7.46 eV
- Total charge: +1
- Highest occupied orbital energy: -0.4140 hartree
- LUMO energy: -3.81 eV

Entry 3:
Below is C29H23BBr2MnN7O2S as an isolated structure in a non-equilibrium geometry, with properties calculated with ωB97M-V/def2-TZVPD.

```
66
Properties=species:S:1:pos:R:3:lowdin_charge:R:1
Mn 0.84 0.23 0.83 0.91
C 2.55 -3.91 0.12 -0.06
C 1.49 -3.08 0.49 -0.12
N 1.92 -1.84 0.63 0.01
N 3.23 -1.83 0.36 -0.03
C 3.64 -3.07 0.04 -0.07
B 4.02 -0.51 0.43 -0.50
N 3.68 0.10 1.80 -0.02
C 4.46 0.14 2.89 -0.06
C 3.68 0.50 3.97 -0.04
C 2.41 0.66 3.44 -0.10
N 2.42 0.41 2.14 -0.04
N 3.44 0.41 -0.69 -0.02
C 4.07 0.85 -1.79 -0.06
C 3.14 1.49 -2.59 -0.04
C 1.94 1.38 -1.89 -0.13
N 2.14 0.73 -0.74 -0.03
H 2.52 -4.96 -0.08 0.09
H 0.46 -3.33 0.67 0.11
H 4.66 -3.28 -0.22 0.12
H 5.18 -0.66 0.29 0.12
H 5.50 -0.08 2.84 0.12
H 3.97 0.62 5.00 0.10
H 1.50 0.94 3.95 0.12
H 5.11 0.69 -1.94 0.12
H 3.31 1.95 -3.54 0.10
H 0.96 1.72 -2.16 0.11
C 2.49 3.76 0.61 -0.02
C 1.24 3.80 1.44 -0.30
C 0.80 5.00 2.03 -0.01
C -0.31 5.01 2.82 -0.02
C -1.00 3.80 3.06 -0.19
C -2.12 3.66 3.90 -0.62
Br -2.85 5.18 4.78 0.75
C -2.71 2.43 4.11 -0.17
C -2.19 1.30 3.48 -0.59
Br -3.02 -0.39 3.74 0.77
C -1.06 1.34 2.66 -0.41
O -0.52 0.29 2.16 -0.20
C -0.49 2.64 2.43 -0.14
N 0.59 2.67 1.62 0.14
H 3.15 4.59 0.87 0.08
H 2.25 3.82 -0.45 0.08
H 3.00 2.82 0.78 0.06
H 1.37 5.90 1.86 0.11
H -0.64 5.93 3.29 0.08
H -3.56 2.33 4.76 0.10
C -5.82 -4.72 -6.28 -0.08
C -4.92 -4.17 -5.22 -0.75
O -3.72 -4.11 -5.25 0.04
S -5.87 -3.54 -3.85 1.01
C -4.60 -2.71 -2.91 -0.53
C -3.51 -3.41 -2.42 -0.09
C -2.50 -2.72 -1.78 -0.01
C -2.58 -1.33 -1.63 -0.25
C -3.71 -0.65 -2.08 -0.02
C -4.72 -1.34 -2.73 -0.10
C -1.52 -0.65 -0.98 -0.08
C -0.57 -0.13 -0.42 -0.06
H -5.32 -5.50 -6.85 0.09
H -6.09 -3.91 -6.95 0.09
H -6.74 -5.11 -5.83 0.06
H -3.44 -4.48 -2.54 0.11
H -1.64 -3.25 -1.40 0.11
H -3.80 0.42 -1.94 0.12
H -5.59 -0.82 -3.11 0.10
```

Properties
- Energy relative to the best compared isomer or geometry (same formula, charge and spin): 0.0 kcal/mol
- F_max: 1.82 eV/A
- Orbital gap (alpha / beta): 7.18 / 7.31 eV
- Highest occupied orbital energy (alpha / beta): -0.2774 / -0.2775 hartree
- LUMO energy (alpha / beta): -0.37 / -0.24 eV
- Multiplicity: 5

Entry 4:
Below is C29H23BClF4N7O4Ta as an isolated structure, with properties calculated with ωB97M-V/def2-TZVPD.

```
70
Properties=species:S:1:pos:R:3:lowdin_charge:R:1
Ta 0.10 -0.41 -0.03 2.04
N 2.52 -3.81 -1.40 0.19
C 1.88 -2.67 -1.34 -0.10
N 1.53 -2.08 -0.20 -0.02
C 1.93 -2.67 1.00 -0.26
N 1.75 -2.00 2.10 0.14
N 1.21 -0.77 1.80 -0.13
C 1.49 0.18 2.62 0.01
C 0.95 1.49 2.31 -0.24
C 1.20 2.60 3.08 0.06
C 0.65 3.82 2.68 0.04
C -0.11 3.86 1.53 0.03
C -0.31 2.69 0.81 -0.06
N 0.20 1.51 1.18 -0.02
C 2.55 -3.97 0.98 -0.08
C 2.87 -4.67 2.15 0.03
C 3.47 -5.90 2.06 -0.01
C 3.78 -6.45 0.81 0.00
C 3.48 -5.78 -0.35 0.03
C 2.86 -4.54 -0.25 -0.15
H 2.80 -4.15 -2.31 0.19
H 1.64 -2.18 -2.28 0.16
H 2.11 -0.02 3.49 0.17
H 1.80 2.53 3.97 0.15
H 0.83 4.72 3.25 0.14
H -0.55 4.78 1.17 0.14
H -0.90 2.71 -0.10 0.11
H 2.63 -4.23 3.11 0.13
H 3.72 -6.45 2.96 0.13
H 4.26 -7.42 0.76 0.13
H 3.72 -6.20 -1.32 0.13
O -5.65 -1.63 5.83 0.17
C -4.35 -1.73 5.55 -0.47
O -3.58 -2.23 6.31 0.16
C -3.86 -1.19 4.22 -0.09
C -2.49 -0.96 4.14 0.03
C -1.93 -0.54 2.95 -0.01
C -2.72 -0.35 1.82 -0.24
C -4.09 -0.61 1.89 -0.02
C -4.65 -1.02 3.10 0.02
N -2.09 0.08 0.58 0.00
C -2.83 0.67 -0.28 -0.04
C -2.25 1.09 -1.55 -0.25
C -2.99 1.70 -2.54 0.06
C -2.35 2.08 -3.71 0.03
C -0.99 1.84 -3.83 0.03
C -0.31 1.23 -2.78 -0.06
N -0.92 0.86 -1.65 -0.04
H -6.14 -1.12 5.18 0.11
H -1.88 -1.13 5.01 0.14
H -0.87 -0.37 2.91 0.07
H -4.73 -0.56 1.03 0.10
H -5.71 -1.24 3.11 0.13
H -3.87 0.90 -0.08 0.15
H -4.05 1.86 -2.40 0.14
H -2.90 2.55 -4.51 0.14
H -0.45 2.12 -4.72 0.14
H 0.75 1.05 -2.85 0.12
Cl -3.83 -2.77 -0.91 0.71
C -2.23 -3.54 -0.96 -0.41
C -1.26 -2.47 -0.61 -0.63
O -0.95 -2.18 0.58 -0.08
O -0.73 -1.71 -1.50 -0.10
H -2.06 -3.91 -1.97 0.11
H -2.21 -4.34 -0.22 0.11
F 3.75 -0.15 0.41 0.25
B 4.29 0.09 -0.78 -0.85
F 1.49 0.43 -0.94 -0.32
F 5.01 1.15 -0.97 0.33
F 4.14 -0.83 -1.71 0.27
```

Properties
- Energy relative to the best compared isomer or geometry (same formula, charge and spin): 12.9 kcal/mol
- F_max: 0.95 eV/A
- Orbital gap: 5.89 eV
- Total charge: +3
- Highest occupied orbital energy: -0.6095 hartree
- LUMO energy: -10.69 eV

Number 1 is which compound? C29H22Co2F6N3O7

What is the F_max in the first record? 5.42 eV/A

Which value of F_max does entry 2 give? 0.38 eV/A

What is the F_max in the fourth record? 0.95 eV/A